[1]
Density functional theory data (the ωB97M-V functional and the def2-TZVPD basis) for a molecular structure, C37H40AsBr2F6N9O4Ti.

Last column: Mulliken charge in e.
Positions of all 100 atoms, in Å:
1 N 0.61 -7.75 0.97  1.023
2 C 4.52 -0.30 1.71  -0.783
3 N -1.77 0.14 0.09  1.503
4 H 0.82 4.39 -4.10  0.457
5 Br 2.86 2.40 6.36  -0.032
6 H -0.69 1.55 2.99  0.229
7 H -2.83 -0.12 -5.65  0.508
8 N 2.46 -0.30 0.49  1.368
9 F -0.75 3.87 2.58  -0.387
10 C -0.80 0.23 -5.05  -1.212
11 H 0.32 -6.04 2.97  0.560
12 As 0.09 4.52 1.25  1.519
13 C -1.82 0.27 -2.38  0.611
14 C 2.16 1.79 4.75  -0.649
15 O 0.04 -1.34 1.53  -0.578
16 H 4.05 1.13 3.99  0.560
17 H -4.69 -0.05 -4.28  0.505
18 C 0.26 -4.15 1.91  -0.449
19 C 2.99 1.22 3.79  -0.750
20 C 0.02 0.48 -3.97  -0.470
21 O 0.76 -8.36 -0.06  -0.568
22 C 3.04 -1.10 -0.41  -1.011
23 H 1.07 0.65 -4.15  0.491
24 H -0.40 0.18 -6.05  0.484
25 H -3.95 -2.89 2.41  0.362
26 C 3.36 0.89 -2.59  -1.243
27 C 0.36 -5.53 2.02  -0.866
28 O 0.31 -1.50 -0.59  -0.393
29 H 1.72 4.94 -2.68  0.287
30 C 1.28 1.99 -2.02  -1.815
31 H -4.94 -2.53 0.98  0.339
32 F 1.53 3.89 1.90  -0.437
33 H -3.74 -0.40 3.99  0.421
34 C 0.57 -5.71 -0.41  -0.841
35 C 3.20 0.06 1.57  0.577
36 H -2.59 2.13 3.14  0.589
37 H 4.26 0.62 -2.06  0.339
38 H -1.12 2.84 -1.51  -0.079
39 H -1.88 -2.17 -0.76  0.340
40 C -2.76 -2.51 -0.22  -1.226
41 C -4.22 -2.11 1.69  -1.173
42 N 0.72 3.08 -2.50  0.951
43 C -2.68 0.10 -3.53  1.070
44 H 0.70 -6.34 -1.27  0.557
45 F 0.00 2.20 0.53  0.494
46 C -0.45 0.53 -2.64  -0.153
47 H 4.00 3.47 -2.19  0.470
48 C -4.66 0.26 -2.15  -1.157
49 C -4.08 0.07 -3.39  -0.848
50 C -2.73 -0.45 3.58  -0.980
51 H -1.23 3.13 -3.28  0.305
52 H 2.83 3.75 -0.87  0.268
53 H 0.52 -3.85 -1.48  0.559
54 F -1.38 4.50 0.39  -0.445
55 H 2.36 3.63 -3.71  0.367
56 H -2.59 -3.52 0.14  0.493
57 N 0.46 0.91 -1.67  1.876
58 C -2.44 0.26 -1.10  0.205
59 H 0.12 2.33 5.19  0.606
60 H -5.74 0.32 -2.05  0.492
61 H -2.06 0.07 4.27  0.268
62 H -2.41 -1.48 3.50  0.318
63 C 2.44 0.78 2.61  0.330
64 H 2.42 -1.43 -1.23  0.967
65 H 4.17 2.61 -0.66  0.299
66 C 5.12 -1.11 0.75  -0.600
67 C 0.51 -6.27 0.86  -0.262
68 C 0.34 1.45 3.26  -0.577
69 H 0.15 -3.54 2.79  0.678
70 C 3.44 3.01 -1.37  -1.077
71 H -0.80 4.45 -2.17  0.586
72 H -4.70 -1.28 2.21  0.430
73 C -3.86 0.36 -1.04  -0.532
74 H -2.53 2.12 1.37  0.278
75 N -3.06 -1.65 0.93  1.064
76 C -2.16 0.05 -4.83  -0.964
77 C -2.51 -0.46 1.11  -1.827
78 Ti 0.33 0.34 0.38  -0.428
79 C 0.48 -4.33 -0.51  -0.285
80 C -0.70 3.39 -2.36  -1.000
81 C 1.46 4.07 -3.28  -1.184
82 H -4.33 0.51 -0.08  0.480
83 C 0.21 -2.11 0.52  1.102
84 N 1.13 0.90 2.33  1.408
85 H 3.65 1.31 -3.56  0.356
86 C 4.35 -1.54 -0.32  -1.074
87 H 4.76 -2.19 -1.08  0.601
88 C 0.32 -3.56 0.64  0.556
89 Br 6.90 -1.62 0.92  -0.028
90 F 0.18 6.11 1.72  -0.312
91 C 0.80 1.89 4.48  -1.135
92 N 2.61 1.89 -1.82  0.978
93 N -2.62 0.21 2.27  0.715
94 C -2.97 1.64 2.24  -1.216
95 H -3.61 -2.51 -0.90  0.452
96 H 5.09 0.01 2.58  0.676
97 H -4.05 1.76 2.23  0.251
98 O 0.47 -8.22 2.07  -0.570
99 H 2.75 0.01 -2.77  0.420
100 F 0.89 4.63 -0.26  -0.378

Computed properties:
* energy above the lowest of the compared OMol25 structures with the same formula, charge and spin: 0.384 eV
* HOMO-LUMO gap (spin up / spin down): 0.2426 / 0.2166 Ha
* 2S+1: 2
* <S²>: 0.7820
* charge: +3



[2]
Density functional theory data (the ωB97M-V functional and the def2-TZVPD basis) for a molecular structure, C37H40Br2F4HgN3O5PSb at a distorted geometry.

Last column: Mulliken charge in e.
Positions of all 94 atoms, in Å:
1 C -2.69 3.47 1.70  -1.381
2 H -2.57 -2.28 -3.16  0.225
3 N 1.32 -2.73 1.37  0.003
4 H 4.37 -3.06 -1.40  0.405
5 C -1.65 1.25 -4.35  -0.809
6 C -1.19 -0.64 -2.93  1.338
7 C 3.74 -2.21 -1.62  -0.839
8 C 2.18 -1.78 1.91  0.291
9 H 3.92 1.06 -2.45  0.396
10 H -1.93 -3.63 3.08  0.171
11 C -3.03 -0.69 -4.50  -0.858
12 N -1.38 -2.81 3.30  -0.316
13 H -3.02 2.66 1.05  0.087
14 F -1.88 -6.50 -1.90  -0.373
15 Hg -1.08 -1.31 1.03  3.914
16 C 1.52 -1.26 -1.81  1.186
17 C -2.70 0.57 -4.95  -0.596
18 C 4.11 -3.17 1.55  -1.048
19 C -0.60 4.85 -1.44  -1.476
20 O -4.23 1.01 -0.77  -0.814
21 C -1.11 -5.53 -2.38  0.591
22 C -1.34 2.06 3.30  -1.641
23 H -1.66 4.71 -1.22  0.275
24 H -0.49 5.81 -1.96  0.444
25 C 0.46 -4.81 -4.03  0.472
26 H -0.08 6.92 0.20  0.439
27 C 3.54 -1.97 1.99  -0.345
28 N -3.02 -1.08 1.95  -0.061
29 H -1.65 1.13 2.83  0.192
30 C 1.57 -0.51 2.46  -0.692
31 C 0.37 -3.53 -3.54  -0.055
32 C 3.11 2.27 1.29  -1.350
33 H 0.48 6.03 1.62  0.220
34 O 2.11 0.00 3.45  -0.762
35 P -0.28 -1.56 -1.62  0.827
36 H -0.31 4.05 -2.14  0.237
37 H -1.42 2.27 -4.65  0.393
38 H -0.91 4.10 2.76  0.591
39 F -0.12 -7.08 -3.85  -0.335
40 H 3.58 -5.18 0.84  0.430
41 C -1.18 -4.25 -1.88  0.158
42 C -4.02 -0.43 1.12  -0.882
43 F 1.19 -5.08 -5.11  -0.338
44 C -0.16 5.97 0.74  -1.396
45 H -2.62 -2.27 4.98  0.365
46 H 5.39 -0.89 -2.04  0.348
47 H -2.70 4.39 1.12  0.269
48 Br 0.68 -5.33 0.63  -0.205
49 H 3.95 2.17 2.00  0.350
50 H -0.17 1.24 -2.82  -0.072
51 H 3.44 2.90 0.46  0.388
52 C 1.90 2.87 1.98  0.706
53 C -2.28 -1.30 -3.51  -0.295
54 H 1.95 -3.30 -1.27  0.246
55 H -0.56 -3.10 3.82  0.158
56 H -3.42 3.58 2.51  0.442
57 H -4.61 0.27 1.71  0.331
58 O -2.18 0.26 -0.29  0.195
59 H 1.37 4.70 3.04  0.305
60 C 1.89 -3.90 1.07  -0.363
61 Br -2.57 -3.84 -0.65  -0.031
62 C -0.38 -3.21 -2.40  -0.674
63 H -2.06 2.29 4.10  0.568
64 H 2.89 1.28 0.91  0.095
65 C 3.49 0.09 -2.20  -0.810
66 C 2.11 -0.03 -2.09  -0.448
67 H -4.72 -1.17 0.70  0.266
68 H 5.18 -3.33 1.56  0.327
69 H -3.88 -1.22 -4.92  0.399
70 C 2.37 -2.34 -1.55  -0.287
71 O -4.39 -0.98 3.79  -0.814
72 H 2.50 4.93 1.69  0.293
73 H -1.52 -1.02 4.36  0.187
74 H 4.15 -1.17 2.39  0.445
75 C -1.30 3.19 2.28  0.352
76 H 1.51 0.86 -2.21  -0.154
77 C 0.24 4.81 -0.17  0.301
78 H -3.27 1.04 -5.75  0.347
79 Sb 0.12 2.71 0.67  -0.035
80 C 4.31 -0.99 -1.97  -0.884
81 C -2.18 -1.85 4.07  -0.696
82 C 3.23 -4.20 1.12  -0.330
83 O 0.55 -0.02 1.85  -0.688
84 C -3.32 -1.26 3.23  0.428
85 H 3.06 4.22 3.22  0.481
86 C -3.44 0.35 -0.09  0.087
87 C -0.92 0.66 -3.33  -0.029
88 H -0.36 1.89 3.75  0.318
89 H 1.64 2.22 2.82  0.152
90 C 2.22 4.27 2.51  -1.789
91 F 1.00 -2.57 -4.20  -0.388
92 H -1.19 5.87 1.08  0.184
93 C -0.24 -5.84 -3.41  0.314
94 H 1.29 4.92 -0.44  0.427

Computed properties:
* energy above the lowest of the compared OMol25 structures with the same formula, charge and spin: 0.892 eV
* HOMO-LUMO gap (spin up / spin down): 0.1213 / 0.2490 Ha
* 2S+1: 2
* <S²>: 0.7652
* charge: -2



- Which value of energy above the lowest of the compared OMol25 structures with the same formula, charge and spin does entry 1 give?
  0.384 eV